Record 1
Molecular formula: C18H23EuIN2
Method: DFT, ωB97M-V/def2-TZVPD

## Properties
HOMO energy (spin up / spin down): -6.80 / -7.82 eV
orbital gap (spin up / spin down): 5.6 / 6.6 eV
2S+1: 8
energy above the lowest of the compared OMol25 structures with the same formula, charge and spin: 0.000 eV
LUMO energy (spin up / spin down): -1.22 / -1.22 eV

Element x y z (Å)
Eu 1.1658 0.0466 -0.3095
I 4.2509 0.0304 -0.1557
N 1.1039 1.3493 -2.3173
N 0.8801 -1.3684 -2.2713
C -1.0172 -0.0901 0.7172
C 0.7970 -2.9218 -4.6070
C -1.7409 0.5290 4.1073
C -2.5614 0.0235 2.9336
C 1.6159 0.7799 3.3887
C 1.2894 2.7062 -2.2790
C 1.4526 -0.6339 3.3263
C 1.2029 1.4112 -4.7173
C 1.0416 0.6954 -3.5242
C 1.4500 2.7946 -4.6849
C 0.7660 -2.7372 -2.1932
C 0.8614 -1.5196 -4.6656
C 0.9018 -0.7496 -3.5055
C -3.0194 -1.3844 3.2548
C 0.7451 -3.5424 -3.3648
C 1.4672 3.4652 -3.4597
C -3.7347 0.9317 2.6406
C -1.7332 -0.0044 1.7424
H 0.7847 -3.5301 -5.5076
H -4.2717 0.5783 1.7615
H 0.6969 -4.6215 -3.2117
H 2.4296 -0.6634 3.8005
H -0.8511 -0.0782 4.2554
H 1.0002 1.5972 2.9643
H 1.1999 0.8533 -5.6542
H -2.1677 -2.0464 3.4116
H 0.7600 -1.1550 3.9937
H -4.4422 1.0109 3.4403
H 1.6611 3.3518 -5.5938
H -3.3915 1.9402 2.4030
H 1.3117 3.1952 -1.2889
H 1.6476 4.5302 -3.3401
H 2.6112 0.9541 2.8950
H -3.5972 -1.8159 2.4385
H 0.9117 -0.9957 -5.6294
H -1.3839 1.5490 3.9544
H -2.2953 0.5159 5.0331
H 1.5122 -1.2873 2.4156
H 0.6908 -3.1900 -1.1972
H -3.6267 -1.4334 4.1442
H 1.6251 0.9297 4.4558

***

Record 2
Molecular formula: C18H23F16N2O7
Method: DFT, ωB97M-V/def2-TZVPD

## Properties
HOMO energy: -4.55 eV
net charge: -1
orbital gap: 6.4 eV
LUMO energy: 1.81 eV

Element x y z (Å)
F 0.1340 1.3874 1.4415
F -5.4526 -0.2101 2.0429
F -7.6045 -0.7586 0.1880
F -3.6168 -0.3203 -1.3610
F 2.5072 2.5673 5.3095
F -5.3204 -1.0905 -0.2605
F 4.6040 2.1778 5.7389
F 2.8922 1.1656 1.8276
F 3.0262 -0.0699 5.9445
F -4.7071 1.6579 0.2282
F 2.3827 2.9082 0.6444
F -8.9550 0.2248 1.5682
F -4.9412 2.0328 -1.9019
F 2.4174 0.1002 3.8691
F 0.6297 1.7692 3.5272
F -7.0587 -1.4454 2.8406
O -7.3502 1.4500 0.6398
O 1.4740 -2.6270 -4.1783
O 4.5731 -0.5975 -5.9033
O 2.1168 -0.5083 -5.1001
O 3.6672 1.3289 -4.6557
O 2.9936 3.2331 2.7562
O 5.7444 -2.9787 -2.2517
N 1.5010 -1.1016 -1.5630
N 2.4515 -0.9266 -2.5500
C -5.3593 1.2188 -0.8814
C 4.0371 2.6101 3.5095
C 2.2665 2.3654 1.8869
C 0.8717 0.2961 -1.3965
C 3.8344 -1.3610 -2.1482
C 4.3183 -2.8243 -2.6937
C 3.6115 1.9394 4.8240
C 2.0201 -1.4139 -3.9067
C 3.4532 0.0979 -5.1903
C 3.4000 0.4320 4.7361
C -6.7684 -0.2003 2.3771
C -7.6525 0.1635 1.1789
C -1.0506 -0.9092 0.1411
C 3.5187 -4.1090 -2.0381
C 0.7861 2.2492 2.2670
C -6.8673 1.4512 -0.7060
C -0.7468 0.2253 -1.0408
C -4.9667 -0.2135 -1.2263
H -7.0669 2.4700 -1.0617
H -0.9331 -1.9978 -0.3180
H 3.3142 -4.0126 -0.8879
H 4.3181 -0.0807 4.4367
H 0.2878 3.2225 2.2123
H 5.7369 -2.6872 -1.2757
H -5.4176 -0.5322 -2.1700
H 1.0374 0.9769 -2.3572
H -0.2525 -0.8413 1.0054
H 0.7669 -1.7996 -1.8098
H 3.9358 -1.2931 -0.9611
H 1.3626 0.8993 -0.4939
H 2.5384 -4.4118 -2.6006
H -6.9031 0.5127 3.1969
H 4.6621 1.9588 2.8872
H 4.7004 3.4395 3.7858
H 4.3681 -2.9153 -3.8799
H -1.3837 0.0116 -2.0175
H -7.4711 0.8122 -1.3610
H -2.1590 -0.7939 0.4981
H 4.2589 -5.0384 -2.1555
H 4.6143 -0.5638 -2.5657
H -1.1296 1.2777 -0.6405

***

Record 3
Molecular formula: C18H23F2N5O3S
Method: DFT, ωB97M-V/def2-TZVPD

## Properties
HOMO energy: -7.97 eV
orbital gap: 7.9 eV
SMILES string: [H]/N=c1\[nH]c(/C(=N/OC)C(=O)N[C@]23C[C@H]2CN(C(=O)CCC2CC(F)(F)C2)C3)cs1
energy above the lowest of the compared OMol25 structures with the same formula, charge and spin: 0.794 eV
LUMO energy: -0.04 eV

Element x y z (Å)
S -3.9676 -5.6291 -0.9017
F 6.1730 4.4297 0.3193
F 4.0503 3.9870 0.2628
O 2.0249 -1.9155 2.2136
O -4.2839 0.5160 -2.0578
O -1.3654 -1.7076 -1.7933
N -5.2879 -3.5609 -1.5731
N -4.6813 -0.8265 -1.8766
N -2.2218 -0.2456 -0.2991
N 1.2381 -0.1458 1.0440
N -6.5983 -5.5219 -1.5470
C 3.7748 1.1897 2.1290
C 3.6480 -0.2723 1.6343
C -3.7397 -1.6424 -1.5177
C -0.7201 1.8075 0.1529
C -0.9655 0.3027 0.1938
C -5.5172 -4.9020 -1.3963
C 5.5437 2.1070 0.4756
C -4.0140 -3.0722 -1.3492
C -3.1710 -4.0574 -0.9782
C -5.3819 1.2487 -2.5734
C 5.2553 3.2774 2.2296
C 0.0422 0.8728 -0.7545
C 5.1943 1.7680 1.9361
C 2.2177 -0.8278 1.6763
C -2.3454 -1.1999 -1.2431
C 5.2311 3.5840 0.7296
C 1.4245 0.3822 -0.3109
C -0.1705 -0.5250 1.2188
H -6.2384 1.2269 -1.8974
H -7.3655 -4.9353 -1.8323
H 4.4382 3.6820 2.8271
H -0.2374 2.2760 1.0117
H -3.0738 0.1202 0.0961
H 6.1892 3.5796 2.7054
H 1.7242 -0.4507 -0.9520
H -0.2812 -1.5872 0.9894
H 5.9252 1.1854 2.5039
H -1.4912 2.4497 -0.2729
H -2.1177 -3.9712 -0.7455
H -5.0896 2.2905 -2.7016
H -5.6892 0.8723 -3.5508
H 2.2241 1.1180 -0.4076
H 3.5114 1.2374 3.1882
H 4.2764 -0.9177 2.2496
H 3.0485 1.8310 1.6252
H -6.0316 -2.9525 -1.8739
H -0.1576 0.7837 -1.8242
H 4.0111 -0.3894 0.6146
H 4.9470 1.6098 -0.2883
H -0.5023 -0.4096 2.2513
H 6.5939 1.9304 0.2396

***

Record 4
Molecular formula: C18H23F9N4O5S3V
Method: DFT, ωB97M-V/def2-TZVPD

## Properties
HOMO energy (spin up / spin down): -14.90 / -15.01 eV
net charge: +2
orbital gap (spin up / spin down): 6.0 / 7.3 eV
2S+1: 2
energy above the lowest of the compared OMol25 structures with the same formula, charge and spin: 0.255 eV
LUMO energy (spin up / spin down): -8.92 / -7.67 eV

Element x y z (Å)
V 0.8577 -0.3236 0.0296
S 0.0440 2.2679 0.1136
S -1.5663 4.0702 1.5094
S 2.2056 -0.4857 -2.9437
F -7.6559 -3.6551 -1.5513
F -6.7346 -4.3371 -3.3873
F 2.5480 2.7775 -0.4855
F 2.1344 2.8441 1.6295
F -2.6366 1.8419 2.3332
F 1.4728 4.4646 0.3511
F -3.6285 3.6472 3.0136
F -6.7317 -5.6120 -1.6375
F -3.8803 2.9726 0.9690
O 0.2179 1.5465 -1.1606
O -0.5806 3.8825 2.5252
O 0.1337 1.1303 1.1341
O 2.0397 -0.5423 -1.3787
O -2.0159 5.3396 1.0845
N 1.0040 -2.0920 3.5410
N 1.6482 -1.1467 1.5071
N 1.1199 -3.4106 1.6237
N -1.1103 3.1922 0.1707
C -6.6297 -4.3484 -2.0527
C -5.1545 -2.3514 -1.7826
C -3.0439 3.0668 1.9889
C -5.3117 -3.7269 -1.6351
C 1.8148 -3.7056 0.3710
C 2.8500 1.1453 -3.2225
C -3.9565 -1.7653 -1.4393
C 0.7296 -0.7696 4.1159
C 0.5527 -0.3295 -3.6104
C 1.2479 -2.2444 2.2447
C -1.6884 -1.9522 -0.5983
C -4.2868 -4.5262 -1.1435
C -3.0860 -3.9461 -0.7919
C -2.9097 -2.5625 -0.9410
C -0.6181 -1.4134 -0.3092
C 1.1927 -3.1662 4.5224
C 1.6716 3.1769 0.4396
C 0.1721 -4.4360 2.0595
H -0.3480 -4.7994 1.1733
H 1.7753 -3.9743 4.0918
H -4.4376 -5.5906 -1.0358
H -3.8143 -0.6976 -1.5394
H 0.2406 -3.5455 4.8909
H 1.7501 -2.7518 5.3610
H 2.9405 1.2610 -4.3041
H 3.8360 1.1915 -2.7642
H -0.5586 -4.0102 2.7404
H 0.6722 -5.2809 2.5317
H -2.2771 -4.5522 -0.4067
H 0.2721 -0.1139 3.3804
H 2.1644 1.8754 -2.8002
H 2.6626 -3.0408 0.2400
H 1.1334 -3.6093 -0.4764
H 1.6431 -0.3164 4.5069
H 0.0328 -0.8990 4.9413
H -0.0982 -0.9321 -2.9766
H 2.1763 -4.7318 0.4150
H 0.2317 0.7085 -3.6156
H -5.9715 -1.7513 -2.1600
H 2.1982 -0.5038 2.0760
H 0.5777 -0.7521 -4.6141

***

Record 5
Molecular formula: C18H23FN4O3
Method: DFT, ωB97M-V/def2-TZVPD

## Properties
HOMO energy: -9.02 eV
orbital gap: 9.8 eV
SMILES string: O=C(NCCN1CCNC1=O)[C@@H]1CCC(=O)N(Cc2ccccc2F)C1
energy above the lowest of the compared OMol25 structures with the same formula, charge and spin: 0.103 eV
LUMO energy: 0.74 eV

Element x y z (Å)
F -3.0948 -1.9764 1.3265
O -2.4083 1.0685 -3.1374
O 3.0656 -0.1426 -0.2418
O 0.3197 1.8104 2.1208
N 1.6186 -0.8539 1.3264
N 1.8968 3.1082 1.0580
N -1.6499 0.2193 -1.2035
N 2.5771 1.5973 2.5173
C 0.9650 1.0429 -1.7181
C -0.6207 -0.1522 -0.2493
C -3.4233 -1.4341 -0.9561
C -1.4674 0.7889 -2.4132
C -3.4373 -2.3659 0.0726
C -4.1256 -4.1039 -1.4023
C -3.7634 -1.8791 -2.2288
C 3.3184 3.3448 1.1739
C -3.7863 -3.6888 -0.1272
C 2.6140 -0.8791 2.3715
C -4.1107 -3.1991 -2.4517
C -3.0104 -0.0027 -0.7366
C 1.4727 2.1382 1.9226
C 2.5080 0.3735 3.2634
C 1.9204 -0.3746 0.0990
C -0.0394 1.0434 -2.8567
C 3.7932 2.0720 1.8892
C 0.7617 -0.2216 -0.8845
H 0.6597 -0.8556 1.6349
H 3.5900 -0.9186 1.8832
H 1.2688 3.8364 0.7633
H -0.6215 0.5870 0.5651
H 1.9853 1.0725 -2.1025
H 4.5625 2.2682 2.6396
H 3.3063 0.3634 4.0099
H -0.9007 -1.1301 0.1592
H 1.5379 0.3743 3.7691
H -4.3743 -3.5239 -3.4466
H -4.4006 -5.1334 -1.5737
H 3.5288 4.2444 1.7680
H 0.8166 1.9147 -1.0777
H 0.8154 -1.0895 -1.5550
H -3.7483 -1.1677 -3.0405
H -3.0657 0.2632 0.3222
H -3.7867 -4.3700 0.7093
H -0.0317 1.9922 -3.3960
H -3.6599 0.6558 -1.3192
H 2.4773 -1.7737 2.9833
H 3.7728 3.4568 0.1876
H 4.1651 1.3386 1.1635
H 0.2094 0.2617 -3.5810

***

Record 6
Molecular formula: C18H23FeN2O2S2
Method: DFT, ωB97M-V/def2-TZVPD

## Properties
HOMO energy (spin up / spin down): -14.23 / -14.21 eV
net charge: +2
orbital gap (spin up / spin down): 7.6 / 6.7 eV
2S+1: 6
energy above the lowest of the compared OMol25 structures with the same formula, charge and spin: 0.000 eV
LUMO energy (spin up / spin down): -6.66 / -7.47 eV

Element x y z (Å)
Fe -0.0259 0.2484 0.4273
S 1.3805 0.3579 3.4172
S 0.9155 2.5806 -1.7606
O 0.7674 -0.1716 2.0885
O 0.9021 1.3595 -0.8083
N -1.5939 -1.0745 0.1554
N -2.7144 -0.7207 0.5609
C -0.8252 -5.0004 -1.0418
C -1.7317 2.7574 1.3541
C -2.7866 0.6288 0.9641
C -2.3891 -3.3912 -0.1613
C -1.6430 1.4394 0.9730
C 2.5516 3.2466 -1.5477
C -4.1080 2.4619 1.7384
C -2.0932 -4.6799 -0.5656
C -2.9792 3.2661 1.7403
C -4.0225 1.1316 1.3490
C -1.3909 -2.4259 -0.2423
C 3.7456 -0.8917 3.3416
C -0.1249 -2.7360 -0.7244
C 2.3791 -1.0270 3.9999
C 2.8300 1.3363 2.9088
C 0.1637 -4.0303 -1.1236
C 4.0736 0.5964 3.4079
C 1.0850 1.8573 -3.3773
H 4.2941 0.8887 4.4354
H 0.6428 -1.9666 -0.8113
H 2.4294 -0.9004 5.0841
H -4.8922 0.4878 1.3325
H 4.4817 -1.4989 3.8656
H 2.7690 1.3484 1.8183
H -3.0612 4.3010 2.0460
H -5.0617 2.8718 2.0400
H 4.9380 0.8629 2.8016
H 1.8176 -1.9343 3.7813
H -0.8680 3.4117 1.3601
H -3.3689 -3.1297 0.2109
H -0.6100 -6.0130 -1.3547
H 1.2145 2.6744 -4.0879
H 0.1591 1.3305 -3.5992
H 3.2780 2.4365 -1.5870
H 2.5821 3.7698 -0.5948
H -2.8561 -5.4441 -0.5108
H 2.7225 3.9593 -2.3553
H 3.7044 -1.2382 2.3072
H 2.7131 2.3477 3.2923
H 1.1449 -4.2801 -1.5019
H 1.9399 1.1833 -3.3926

***

Record 7
Molecular formula: C18H23N10OPtS2
Method: DFT, ωB97M-V/def2-TZVPD

## Properties
HOMO energy: -16.95 eV
net charge: +3
orbital gap: 5.2 eV
energy above the lowest of the compared OMol25 structures with the same formula, charge and spin: 2.724 eV
LUMO energy: -11.78 eV

Element x y z (Å)
Pt 0.3887 0.0775 0.1739
S 2.5874 -0.1829 0.6456
S -3.5734 2.1482 -1.2224
O -2.2680 1.3649 -1.1782
N 1.8296 -4.8290 -2.7927
N 0.3317 -0.4185 2.1421
N 0.3321 -1.7724 -0.6815
N 0.9890 -4.0578 -0.8131
N 3.4806 -1.8384 2.5098
N 1.2777 -1.2105 2.7475
N 0.9863 -2.7003 -2.7766
N 0.1168 -3.2745 1.1145
N -0.4998 1.7466 1.1541
N 0.4783 0.6097 -1.8008
C -2.1377 2.0930 2.8616
C -1.1688 1.3233 2.2651
C -0.8195 -0.2477 4.2926
C 0.3506 -0.4201 -2.6637
C -0.7135 2.9831 0.7068
C 2.4000 -1.1782 2.1074
C 0.0278 1.0603 -4.4885
C 0.4482 1.8595 -2.2805
C 1.2690 -3.8680 -2.1015
C -1.6253 3.8378 1.3117
C -4.6708 1.2485 -2.2994
C 0.5685 -1.7366 -2.0443
C -0.5820 0.1262 2.8779
C -2.3784 3.3755 2.3696
C 0.1049 -0.2398 -4.0022
C 0.2375 2.1175 -3.6199
C 0.5067 -3.0457 -0.1303
C -3.2887 3.5447 -2.3029
H -1.7277 4.8526 0.9524
H -2.4480 4.1150 -1.9114
H 3.4523 -2.3265 3.3945
H -0.1613 1.2401 -5.5389
H 4.3781 -1.7327 2.0640
H -1.8805 -0.1800 4.5318
H -4.1827 4.1691 -2.2952
H -3.1210 4.0076 2.8391
H 2.0406 -5.7142 -2.3554
H 0.1654 -4.2255 1.4505
H -2.6785 1.7247 3.7219
H -0.3962 -2.5984 1.6492
H -3.0798 3.2016 -3.3161
H 0.6491 2.6563 -1.5897
H -0.1264 3.3168 -0.1258
H -4.1226 0.9528 -3.1935
H 0.0026 -1.1027 -4.6452
H 2.0386 -4.6950 -3.7707
H -0.4535 -1.2474 4.5031
H -5.5106 1.8956 -2.5539
H 0.2468 3.1401 -3.9705
H -5.0360 0.3746 -1.7647
H -0.2881 0.4533 4.9443

***

Record 8
Molecular formula: C18H23N3O3S
Method: DFT, ωB97M-V/def2-TZVPD

## Properties
HOMO energy: -9.27 eV
orbital gap: 9.8 eV
SMILES string: NS(=O)(=O)c1ccc(CCNC(=O)CNCCc2ccccc2)cc1
energy above the lowest of the compared OMol25 structures with the same formula, charge and spin: 1.496 eV
LUMO energy: 0.55 eV

Element x y z (Å)
S -4.3430 -1.8502 -0.0884
O -5.7003 -1.8152 0.3699
O -0.8131 1.4609 -1.8738
O -3.5369 -2.9979 0.2296
N 2.2216 0.3538 -0.3019
N -4.3970 -1.6358 -1.7544
N 0.4321 2.2784 -0.1667
C -2.2968 -0.4851 1.1045
C 3.2283 1.0340 -1.1027
C -1.2981 3.1485 1.3588
C -4.0120 0.8519 0.0738
C -2.1139 1.9157 1.1046
C 5.5226 -1.8802 1.5721
C 6.3216 -2.5063 0.6312
C 0.9915 0.1060 -1.0315
C -1.6140 0.6665 1.4555
C 6.5429 -1.8991 -0.5935
C 5.1608 -0.0371 0.0621
C -3.4826 -0.3768 0.4106
C 4.4959 1.2683 -0.2730
C -0.4058 3.4102 0.1285
C -3.3211 1.9986 0.4183
C 4.9459 -0.6543 1.2880
C 5.9651 -0.6744 -0.8752
C 0.0981 1.3453 -1.0814
H 1.1621 2.0160 0.4822
H -0.6821 0.5938 1.9977
H -1.9402 4.0151 1.5166
H 5.1770 1.8958 -0.8501
H -1.9264 -1.4683 1.3488
H 5.3474 -2.3474 2.5302
H 0.2183 4.2919 0.2989
H 0.4134 -0.6654 -0.5145
H 1.1562 -0.2385 -2.0643
H -3.6140 -2.0660 -2.2186
H 6.1421 -0.2029 -1.8318
H 4.3251 -0.1675 2.0271
H -4.9459 0.8905 -0.4622
H -1.0340 3.5713 -0.7507
H 2.6131 -0.5235 0.0302
H 7.1683 -2.3811 -1.3307
H -0.6671 3.0132 2.2393
H 2.8104 1.9934 -1.4213
H 4.2248 1.7968 0.6420
H 6.7723 -3.4624 0.8519
H 3.4871 0.4619 -2.0098
H -5.2737 -1.9433 -2.1427
H -3.7113 2.9669 0.1426

***

Record 9
Molecular formula: C18H23N3O4
Method: DFT, ωB97M-V/def2-TZVPD

## Properties
HOMO energy: -8.41 eV
orbital gap: 9.1 eV
SMILES string: COCC(=O)OCC(=O)Nc1cc(C(C)(C)C)nn1-c1ccccc1
energy above the lowest of the compared OMol25 structures with the same formula, charge and spin: 2.368 eV
LUMO energy: 0.66 eV

Element x y z (Å)
O -0.0130 3.6731 0.6781
O -3.3505 0.6506 0.8414
O -3.8763 0.0528 -2.0143
O -3.1498 2.6746 -0.0921
N 0.7236 -0.4723 0.4565
N -0.6180 1.4796 0.8142
N 1.9650 -0.8159 0.0859
C -4.4489 1.0995 -1.2724
C -0.2575 -1.4537 0.6570
C -3.6051 1.4309 -0.0476
C -4.0633 -1.2343 -1.4641
C -1.2980 -3.4900 -0.0674
C -0.8514 2.8134 0.8014
C -2.1897 -3.4113 0.9907
C 1.8337 1.4194 0.2287
C -0.3342 -2.5153 -0.2388
C 4.6353 1.6858 -0.6621
C -2.0958 -2.3685 1.8965
C 2.6512 0.3048 -0.0446
C 4.2668 -0.5695 -1.6898
C -2.3440 3.1474 0.9910
C 4.1055 0.2726 -0.4193
C -1.1271 -1.3930 1.7418
C 4.8829 -0.3830 0.7292
C 0.6051 0.8832 0.5430
H 5.9396 -0.4498 0.4800
H -3.6065 -1.3274 -0.4757
H 3.7306 -0.1116 -2.5183
H 4.7773 0.2012 1.6410
H 2.0785 2.4585 0.1988
H -2.7032 2.7134 1.9313
H 3.8638 -1.5645 -1.5243
H -2.7746 -2.3141 2.7338
H 0.3714 -2.5581 -1.0532
H -5.1308 -1.4733 -1.3921
H -4.4792 1.9703 -1.9299
H -3.5792 -1.9244 -2.1514
H 4.4979 -1.3826 0.9122
H -5.4665 0.8400 -0.9433
H 4.0745 2.1758 -1.4545
H 4.5595 2.2868 0.2408
H -1.4027 0.8474 0.9493
H 5.3177 -0.6509 -1.9585
H -2.4598 4.2316 0.9976
H -1.3581 -4.3120 -0.7648
H -2.9489 -4.1686 1.1159
H -1.0294 -0.6109 2.4800
H 5.6815 1.6419 -0.9573